No. 1
DFT (wB97M-V/def2-TZVPD) results for a molecular structure, C25H22AsN2O5V.

The energy above the lowest of the compared OMol25 structures with the same formula, charge and spin is 40.3 kJ/mol. The calculation puts the lowest unoccupied orbital energy (alpha / beta) at 2.401 / 2.400 eV. As for the multiplicity: 4. Its expectation value of S² is 3.78. As for the charge: -1. Its energy is -126030.255 eV. The frontier orbital gap (alpha / beta) is 5.346 / 7.763 eV. As for the HOMO energy (alpha / beta): -2.945 / -5.363 eV.

Cartesian coordinates (Å):
V1 -0.1771 -0.4688 -0.4799
O1 -0.3315 -6.2219 1.2361
C1 -0.5231 -4.9170 0.9235
C2 -0.4953 -3.9201 1.8947
C3 -0.6682 -2.6170 1.4898
N1 -0.9460 -2.3061 0.2258
C4 -0.9105 -3.2579 -0.7098
C5 -0.6944 -4.5826 -0.4117
C6 -1.0177 -2.6913 -2.1182
O2 -1.1188 -3.4753 -3.0500
O3 -0.9706 -1.4170 -2.1283
C7 -0.3354 -1.4026 2.3163
O4 -0.3711 -1.4778 3.5370
O5 0.0263 -0.4049 1.5871
H1 -0.1911 -6.2943 2.1908
H2 -0.2884 -4.1320 2.9380
H3 -0.6490 -5.3230 -1.1976
C8 -2.3797 3.3669 -0.0348
C9 -1.7306 4.1358 -1.0051
C10 -0.7089 3.5781 -1.7495
C11 -0.3408 2.2418 -1.5305
C12 -0.9953 1.4332 -0.5759
C13 -2.0120 2.0447 0.1716
C14 0.7579 1.5949 -2.2167
C15 1.3563 2.0848 -3.3973
C16 2.3417 1.3869 -4.0211
C17 2.7626 0.1503 -3.4657
C18 3.7560 -0.6638 -4.0505
C19 4.1200 -1.8546 -3.4804
C20 3.5098 -2.2742 -2.2869
C21 2.5480 -1.4990 -1.6958
C22 2.1387 -0.2788 -2.2760
N2 1.1500 0.4393 -1.6560
H4 -3.1691 3.8117 0.5631
H5 -2.0152 5.1702 -1.1619
H6 -0.1863 4.1879 -2.4807
H7 -2.5256 1.4740 0.9405
H8 1.0015 3.0167 -3.8152
H9 2.7949 1.7481 -4.9373
H10 4.2254 -0.3308 -4.9699
H11 4.8784 -2.4706 -3.9472
H12 3.8007 -3.2113 -1.8280
H13 2.1016 -1.8120 -0.7556
C23 3.6044 3.1567 2.2538
As1 2.4680 1.6921 1.5468
C24 2.6611 0.4978 3.0930
C25 3.9068 0.8688 0.4744
H14 4.5486 2.7743 2.6467
H15 3.0738 3.6831 3.0485
H16 3.8123 3.8689 1.4529
H17 3.6652 0.5606 3.5160
H18 2.4632 -0.5236 2.7650
H19 1.9171 0.7428 3.8513
H20 4.8467 0.8474 1.0294
H21 4.0452 1.4275 -0.4525
H22 3.6231 -0.1545 0.2078

Forces on atoms 1 to 2 (eV/Å):
-0.767 0.158 0.534
0.060 -0.130 0.269

Atom charges from the Mulliken analysis, given in e for atoms 1 to 4:
1. V -0.652
2. O -0.543
3. C 1.372
4. C -0.774

---

No. 2
DFT (wB97M-V/def2-TZVPD) results for a molecular structure, C25H22BrIMnN2O3P.

The calculation puts the lowest unoccupied orbital energy (alpha / beta) at -3.019 / -3.424 eV. As for the multiplicity: 6. Its expectation value of S² is 8.76. As for the charge: +1. Its energy is -154154.504 eV. The frontier orbital gap (alpha / beta) is 9.113 / 8.710 eV. As for the HOMO energy (alpha / beta): -12.132 / -12.134 eV.

Cartesian coordinates (Å):
Mn1 -0.0801 0.5376 -0.0056
N1 -1.1310 -1.4598 -0.1782
N2 -1.5947 -1.4926 1.1633
C1 -2.0969 -0.2774 1.7192
O1 -2.8176 -0.3565 2.6801
O2 -1.6568 0.8006 1.1180
H1 -1.9000 -1.5596 -0.8319
H2 -0.4986 -2.2386 -0.3106
H3 -2.1505 -2.2974 1.4097
Br1 3.8853 2.7899 -3.0480
C2 3.1408 3.6972 -1.5750
C3 3.9095 4.6522 -0.9250
C4 3.4004 5.3258 0.1766
C5 2.1260 5.0468 0.6469
C6 1.3424 4.1040 0.0010
C7 1.8591 3.4473 -1.1031
I1 0.6195 2.0641 -2.0778
H4 4.9062 4.8627 -1.2899
H5 4.0075 6.0780 0.6631
H6 1.7313 5.5637 1.5118
H7 0.3431 3.8875 0.3548
O3 1.5199 -0.1405 1.0058
P1 2.5615 0.2501 2.0486
C8 2.1630 1.8403 2.7762
C9 0.8398 2.2805 2.7836
C10 0.4995 3.4545 3.4428
C11 1.4799 4.1925 4.0920
C12 2.8017 3.7592 4.0866
C13 3.1433 2.5816 3.4383
C14 4.1806 0.3881 1.3104
C15 5.0685 -0.6893 1.3261
C16 6.2728 -0.5983 0.6406
C17 6.5858 0.5577 -0.0612
C18 5.7016 1.6307 -0.0833
C19 4.4979 1.5492 0.5994
C20 2.5924 -0.9533 3.3583
C21 3.6265 -0.9812 4.2955
C22 3.5781 -1.8906 5.3393
C23 2.5011 -2.7641 5.4497
C24 1.4696 -2.7310 4.5219
C25 1.5093 -1.8243 3.4711
H8 0.0537 1.6961 2.3295
H9 -0.5354 3.7752 3.4695
H10 1.2127 5.0997 4.6221
H11 3.5644 4.3355 4.5963
H12 4.1750 2.2467 3.4367
H13 4.8171 -1.5931 1.8675
H14 6.9676 -1.4291 0.6566
H15 7.5239 0.6224 -0.5997
H16 5.9539 2.5305 -0.6325
H17 3.8065 2.3868 0.5899
H18 4.4669 -0.3003 4.2101
H19 4.3775 -1.9174 6.0694
H20 2.4677 -3.4734 6.2675
H21 0.6285 -3.4066 4.6195
H22 0.7033 -1.7835 2.7472

Forces on atoms 1 to 2 (eV/Å):
-0.005 -0.693 0.494
0.112 0.193 0.070

Atom charges from the Mulliken analysis, given in e for atoms 1 to 4:
1. Mn 0.922
2. N -0.591
3. N -0.089
4. C 0.745

---

No. 3
DFT (wB97M-V/def2-TZVPD) results for a single C25H22BrN3O7 molecule.

The energy above the lowest of the compared OMol25 structures with the same formula, charge and spin is 0.0 kJ/mol. The calculation puts the lowest unoccupied orbital energy at -0.536 eV. As for the multiplicity: 1. Its energy is -115123.800 eV. The frontier orbital gap is 7.907 eV. As for the HOMO energy: -8.443 eV.

Cartesian coordinates (Å):
C1 -3.0301 0.2449 2.6945
O1 -3.5840 0.2552 1.3990
C2 -2.7476 0.3812 0.3443
C3 -1.3687 0.4813 0.4145
C4 -0.6010 0.5736 -0.7494
C5 0.8391 0.6760 -0.6524
N1 1.4221 0.6943 0.4768
N2 2.7586 0.7876 0.5300
C6 3.4295 0.8241 1.7125
O2 2.9214 0.7857 2.8043
C7 4.9459 0.9330 1.5308
O3 5.3225 0.7560 0.1741
C8 6.6177 0.3047 -0.0120
C9 6.9017 -1.0596 0.1324
C10 5.8346 -2.0399 0.5111
C11 8.1983 -1.4918 -0.0923
C12 9.1798 -0.5824 -0.4587
N3 10.5235 -1.0478 -0.6903
O4 11.3517 -0.2302 -1.0307
O5 10.7458 -2.2290 -0.5305
C13 8.8887 0.7646 -0.6184
C14 7.6011 1.2240 -0.3964
C15 7.2743 2.6765 -0.5517
C16 -1.2210 0.5620 -1.9964
C17 -2.5982 0.4738 -2.0796
C18 -3.3532 0.3879 -0.9268
O6 -4.7304 0.2540 -1.0161
C19 -5.4955 1.1765 -0.4115
O7 -5.0944 2.2354 -0.0068
C20 -6.9258 0.7687 -0.3730
C21 -7.8747 1.7829 -0.4943
C22 -9.2259 1.4996 -0.4722
C23 -9.6497 0.1893 -0.3128
C24 -8.7237 -0.8273 -0.1653
C25 -7.3672 -0.5404 -0.1968
Br1 -6.1656 -1.9830 0.0747
H1 -2.5079 1.1810 2.9099
H2 -3.8751 0.1353 3.3718
H3 -2.3447 -0.5974 2.8254
H4 -0.8467 0.4887 1.3563
H5 1.4013 0.7366 -1.5938
H6 3.3049 0.8361 -0.3345
H7 5.2574 1.9265 1.8848
H8 5.4160 0.1869 2.1799
H9 6.0091 -2.9925 0.0175
H10 4.8507 -1.6701 0.2331
H11 5.8425 -2.2166 1.5870
H12 8.4566 -2.5351 0.0081
H13 9.6744 1.4439 -0.9123
H14 6.2144 2.8115 -0.7495
H15 7.8502 3.1105 -1.3647
H16 7.5256 3.2142 0.3627
H17 -0.6309 0.6287 -2.8976
H18 -3.1008 0.4694 -3.0340
H19 -7.5178 2.7953 -0.6082
H20 -9.9467 2.2958 -0.5750
H21 -10.7033 -0.0445 -0.2934
H22 -9.0470 -1.8470 -0.0223

Forces on atoms 1 to 2 (eV/Å):
0.091 0.000 0.256
-0.011 -0.025 -0.438

Atom charges from the Mulliken analysis, given in e for atoms 1 to 4:
1. C -0.998
2. O -0.267
3. C 0.882
4. C -0.652

---

No. 4
DFT (wB97M-V/def2-TZVPD) results for a molecular structure, C25H22BrN6Pt.

The calculation puts the lowest unoccupied orbital energy (alpha / beta) at -2.225 / -4.785 eV. As for the multiplicity: 3. Its expectation value of S² is 2.04. As for the charge: +1. Its energy is -108504.898 eV. The frontier orbital gap (alpha / beta) is 7.811 / 5.761 eV. As for the HOMO energy (alpha / beta): -10.036 / -10.546 eV.

Cartesian coordinates (Å):
Pt1 0.5919 0.2006 0.0306
C1 -2.3115 -3.9966 4.3982
C2 -2.1236 -3.1449 3.1741
C3 -3.0478 -2.1624 2.8244
C4 -2.8371 -1.3474 1.7321
C5 -1.6788 -1.4575 0.9486
N1 -1.4152 -0.5587 -0.0647
C6 -2.3869 -0.0530 -0.8790
C7 -3.4705 -0.8767 -1.2541
C8 -4.4095 -0.4769 -2.1735
C9 -4.3129 0.7775 -2.7751
C10 -5.3106 1.2288 -3.8033
C11 -3.2531 1.6004 -2.4119
C12 -2.3082 1.2359 -1.4663
N2 -1.3597 2.2369 -1.0877
C13 -1.5526 3.5798 -1.2240
C14 -0.4258 4.2191 -0.7914
C15 0.4366 3.1899 -0.3896
N3 -0.1327 2.0097 -0.5640
C16 -0.7473 -2.4536 1.3021
C17 -0.9817 -3.2758 2.3878
N4 0.4424 -2.6767 0.5504
C18 0.9654 -3.8800 0.2150
C19 2.2103 -3.6608 -0.3141
C20 2.3839 -2.2697 -0.2685
N5 1.3165 -1.6859 0.2538
H1 -3.3653 -4.0994 4.6525
H2 -1.8115 -3.5306 5.2513
H3 -1.8787 -4.9872 4.2648
H4 -3.9406 -2.0307 3.4242
H5 -3.5475 -0.5682 1.4849
H6 -3.5110 -1.8705 -0.8286
H7 -5.2151 -1.1465 -2.4481
H8 -6.2289 0.6484 -3.7353
H9 -4.9090 1.0969 -4.8109
H10 -5.5544 2.2840 -3.6830
H11 -3.1715 2.5603 -2.9041
H12 -2.4732 3.9878 -1.5993
H13 -0.2454 5.2797 -0.7631
H14 1.4308 3.2566 0.0190
H15 -0.2463 -4.0309 2.6407
H16 0.4043 -4.7896 0.3505
H17 2.8995 -4.3973 -0.6890
H18 3.2294 -1.6765 -0.5739
Br1 1.7205 -0.5539 3.5519
C21 0.5925 0.9706 3.5930
C22 0.6310 1.7786 4.7202
C23 -0.1569 2.9155 4.7210
C24 -0.9763 3.1647 3.6302
C25 -0.9673 2.2596 2.5860
N6 -0.1756 1.1844 2.5429
H19 1.2690 1.5255 5.5543
H20 -0.1401 3.5890 5.5685
H21 -1.6080 4.0415 3.5902
H22 -1.6349 2.3938 1.7388

Forces on atoms 1 to 2 (eV/Å):
-0.418 -0.242 -0.946
0.045 0.103 -0.027

Atom charges from the Mulliken analysis, given in e for atoms 1 to 4:
1. Pt 0.568
2. C -1.578
3. C 0.402
4. C -1.084

---

No. 5
DFT (wB97M-V/def2-TZVPD) results for a molecular structure, C25H22CdGeN2O4.

The energy above the lowest of the compared OMol25 structures with the same formula, charge and spin is 14.8 kJ/mol. The calculation puts the lowest unoccupied orbital energy at -8.450 eV. As for the multiplicity: 1. As for the charge: +2. Its energy is -98513.602 eV. The frontier orbital gap is 5.858 eV. As for the HOMO energy: -14.308 eV.

Cartesian coordinates (Å):
Cd1 0.0521 0.1443 -0.4720
O1 -0.1930 0.0994 1.6504
C1 -0.8584 -0.7782 2.2388
C2 -1.6658 -1.8127 1.6848
C3 -2.3013 -2.6389 2.6371
C4 -3.1293 -3.6404 2.2365
C5 -3.3698 -3.8793 0.8789
C6 -2.7659 -3.0909 -0.0663
C7 -1.8945 -2.0416 0.2917
O2 -1.3698 -1.3370 -0.6806
N1 -3.7881 -4.4825 3.2507
O3 -4.5178 -5.3572 2.8427
O4 -3.5571 -4.2276 4.4126
H1 -0.8273 -0.7446 3.3343
H2 -2.1383 -2.4810 3.6962
H3 -4.0312 -4.6868 0.5959
H4 -2.9335 -3.2646 -1.1207
N2 2.0518 0.3777 -1.3497
C8 2.8175 -0.5042 -0.4551
C9 3.6163 0.0446 0.5312
C10 4.2809 -0.8045 1.4049
C11 4.1372 -2.1802 1.2893
C12 3.3271 -2.7143 0.2964
C13 2.6567 -1.8752 -0.5822
H5 2.4713 1.3028 -1.3760
H6 2.0834 0.0165 -2.3005
H7 3.7345 1.1192 0.6163
H8 4.9179 -0.3867 2.1721
H9 4.6631 -2.8370 1.9681
H10 3.2228 -3.7859 0.1963
H11 2.0320 -2.2913 -1.3671
Ge1 -1.9419 2.8186 -1.1010
C14 -1.4908 1.9325 -2.6929
C15 -1.8761 0.6163 -3.0168
C16 -1.6171 0.1271 -4.2841
C17 -0.9978 0.9348 -5.2340
C18 -0.6110 2.2362 -4.9233
C19 -0.8441 2.7348 -3.6562
C20 -2.9322 2.2130 0.3545
C21 -3.5511 0.9498 0.3794
C22 -4.3530 0.6105 1.4507
C23 -4.5534 1.5207 2.4858
C24 -3.9486 2.7749 2.4662
C25 -3.1349 3.1261 1.4071
H12 -1.2800 4.1851 -0.9672
H13 -2.3610 -0.0268 -2.2943
H14 -1.9122 -0.8820 -4.5382
H15 -0.8177 0.5473 -6.2283
H16 -0.1354 2.8568 -5.6703
H17 -0.5396 3.7468 -3.4159
H18 -3.4097 0.2418 -0.4269
H19 -4.8333 -0.3588 1.4763
H20 -5.1938 1.2514 3.3156
H21 -4.1173 3.4737 3.2737
H22 -2.6579 4.0988 1.3961

Forces on atoms 1 to 2 (eV/Å):
0.336 -0.315 -0.179
0.049 0.154 0.131

Atom charges from the Mulliken analysis, given in e for atoms 1 to 4:
1. Cd 1.357
2. O -0.637
3. C 0.080
4. C 0.452

---

No. 6
DFT (wB97M-V/def2-TZVPD) results for a molecular structure, C25H22Cl2N3O4V.

The energy above the lowest of the compared OMol25 structures with the same formula, charge and spin is 0.0 kJ/mol. The calculation puts the lowest unoccupied orbital energy (alpha / beta) at 2.656 / 2.428 eV. As for the multiplicity: 4. Its expectation value of S² is 3.76. As for the charge: -1. Its energy is -89681.007 eV. The frontier orbital gap (alpha / beta) is 6.997 / 8.240 eV. As for the HOMO energy (alpha / beta): -4.340 / -5.812 eV.

Cartesian coordinates (Å):
V1 0.1365 0.5356 0.2679
C1 1.4677 -2.2793 -1.5945
C2 2.6693 -1.3798 -1.6312
C3 3.5683 -1.4299 -2.6887
C4 4.6727 -0.5942 -2.7177
C5 4.8799 0.3076 -1.6863
C6 4.0015 0.3869 -0.6128
C7 4.1960 1.3942 0.4805
C8 2.8981 -0.4754 -0.5859
N1 1.9413 -0.4021 0.4464
C9 2.2889 -0.8188 1.6729
O1 3.3690 -1.2381 2.0927
C10 1.0940 -0.7753 2.5941
C11 1.0375 -1.1201 3.9364
C12 -0.1948 -1.0680 4.5751
C13 -1.3446 -0.7217 3.8715
C14 -1.2097 -0.4078 2.5298
N2 -0.0124 -0.4069 1.9642
C15 -2.3159 -0.1597 1.5305
O2 -3.4841 -0.1048 1.9034
N3 -1.8375 -0.0747 0.2651
C16 -2.8011 -0.2447 -0.7547
C17 -3.0837 0.7958 -1.6539
C18 -2.4124 2.1283 -1.5295
C19 -4.0261 0.5910 -2.6546
C20 -4.6821 -0.6202 -2.7829
C21 -4.3892 -1.6462 -1.9021
C22 -3.4550 -1.4802 -0.8881
C23 -3.1593 -2.6185 0.0414
H1 1.4759 -2.9683 -2.4390
H2 0.5356 -1.7053 -1.6341
H3 1.4386 -2.8580 -0.6691
H4 3.3952 -2.1319 -3.4966
H5 5.3656 -0.6381 -3.5488
H6 5.7323 0.9763 -1.7154
H7 5.0127 2.0729 0.2371
H8 4.4185 0.8956 1.4247
H9 3.2848 1.9792 0.6174
H10 1.9398 -1.4234 4.4474
H11 -0.2643 -1.3185 5.6260
H12 -2.3224 -0.7073 4.3309
H13 -2.6483 2.6039 -0.5735
H14 -2.7373 2.7999 -2.3225
H15 -1.3243 2.0532 -1.6027
H16 -4.2437 1.4013 -3.3406
H17 -5.4151 -0.7643 -3.5668
H18 -4.8885 -2.6033 -2.0004
H19 -3.4052 -3.5694 -0.4319
H20 -3.7383 -2.5287 0.9627
H21 -2.1034 -2.6306 0.3176
Cl1 -0.6559 5.2679 1.5781
C24 -0.1748 3.6094 1.2179
Cl2 0.9641 3.0145 2.4464
C25 0.4205 3.4500 -0.2141
O3 0.3260 4.3698 -1.0036
O4 0.8700 2.2869 -0.4487
H22 -1.0707 2.9932 1.3126

Forces on atoms 1 to 2 (eV/Å):
-0.018 0.425 -1.412
-0.071 -0.022 0.027

Atom charges from the Mulliken analysis, given in e for atoms 1 to 4:
1. V 0.371
2. C -1.257
3. C 1.006
4. C -1.127

---

no.,F_max (eV/A)
1,0.95
2,0.85
3,1.33
4,1.06
5,0.49
6,1.47